ORCA calculation (ωB97M-V with the def2-TZVPD basis set) on a single C5H8O2 molecule.

Properties
* frontier orbital gap (alpha / beta): 7.26 / 7.26 eV
* E_HOMO (alpha / beta): -8.04 / -8.04 eV
* energy above the lowest of the compared OMol25 structures with the same formula, charge and spin: 554.8 kJ/mol
* calculated total energy: -345.59363 Ha

Element x y z (Å)
O -0.946 -1.015 1.205
H 1.818 -0.315 -0.529
C 0.796 -0.208 -0.162
H 0.979 -0.816 1.944
H 0.304 1.405 1.311
H 0.759 -2.146 0.793
H 0.972 1.997 -0.256
C -0.944 1.171 -0.447
H -1.912 1.494 -0.061
H -0.358 -1.184 -1.946
C -0.360 -0.482 -1.117
H -1.104 -0.865 -0.167
O -0.832 0.849 -1.707
C 0.403 -1.124 1.053
C 0.367 1.227 0.239